(1)
An isolated molecule of C2H4N2OS2 in a non-equilibrium geometry. Source: the OMol25 dataset; level of theory: ωB97M-V/def2-TZVPD.

Last column: natural (NBO) charge in e.
Cartesian coordinates (Å):
S: 3.0657 -0.1271 -0.2361  0.20
N: 1.6281 -0.9492 -0.0300  -0.71
C: 0.4477 -0.4432 -0.0164  0.66
N: -0.6450 -1.3073 0.2511  -0.77
S: -2.0738 -0.4879 -0.4776  0.36
C: -1.2709 0.9587 0.2338  -0.23
O: 0.0556 0.7222 -0.2195  -0.47
H: 2.4208 1.0641 -0.7219  0.09
H: -0.6025 -2.3860 0.1417  0.44
H: -1.6357 1.8407 -0.2726  0.22
H: -1.3902 1.1150 1.3474  0.22

Force components x, y, z for each atom (eV/Å):
S -1.5 2.2 -0.8
N -1.4 -0.3 0.1
C 2.6 -6.8 0.8
N -1.4 -1.5 -0.5
S 0.6 -0.8 1.3
C -1.1 0.3 -0.1
O -0.3 5.6 0.0
H 1.4 -1.2 0.6
H 0.4 2.9 0.0
H 0.1 0.2 -0.1
H 0.5 -0.7 -1.1

The total energy is -28834.70266 eV. As for the SMILES: S/N=C1/NSCO1. For the relative energy (zero: lowest compared OMol25 entry of this formula, charge and spin), the calculation gives 54.90 kcal per mole. For the gap between HOMO and LUMO, the calculation gives 8.088 eV.

(2)
An isolated ion of composition C17H27N2O3 and charge +1. Source: the OMol25 dataset; level of theory: ωB97M-V/def2-TZVPD.

Last column: natural (NBO) charge in e.
Cartesian coordinates (Å):
C: 1.9416 3.5396 1.2694  -0.64
C: 0.6126 3.0418 1.8098  -0.21
N: 0.1577 1.8002 1.1315  -0.40
C: 1.0346 0.6278 1.4272  -0.23
C: 0.2589 -0.5770 1.9535  -0.23
N: -0.8134 -0.9168 1.0422  -0.45
C: -1.4809 -2.1558 1.4101  -0.25
C: -2.4013 -2.7020 0.2951  0.06
O: -3.5573 -3.2851 0.8310  -0.69
C: -1.6816 -3.7152 -0.6312  -0.09
O: -0.3133 -3.4502 -0.8523  -0.50
C: 0.0626 -2.2854 -1.4138  0.44
C: -0.7989 -1.3747 -2.0234  -0.32
C: -0.3467 -0.1092 -2.3307  -0.16
C: 0.9874 0.2394 -2.1366  -0.22
C: 1.3727 1.6640 -2.1936  0.64
C: 2.4203 2.0771 -3.1636  -0.72
O: 0.8251 2.4485 -1.4239  -0.61
C: 1.8878 -0.7404 -1.7154  -0.19
C: 1.4268 -1.9819 -1.3408  -0.28
C: -1.7207 0.2084 0.8172  -0.25
C: -1.2487 1.5025 1.4741  -0.23
H: 2.1888 4.4821 1.7490  0.25
H: 2.7519 2.8425 1.4631  0.21
H: 1.8713 3.7111 0.1990  0.24
H: -0.1474 3.8072 1.6413  0.22
H: 0.6750 2.8467 2.8835  0.22
H: 0.2313 1.9960 0.0900  0.49
H: 1.7790 0.9137 2.1705  0.23
H: 1.5433 0.3355 0.5081  0.24
H: -0.0939 -0.3966 2.9835  0.18
H: 0.9520 -1.4203 1.9918  0.24
H: -2.1049 -2.0232 2.3104  0.19
H: -0.7075 -2.8942 1.6336  0.21
H: -2.7797 -1.8607 -0.2896  0.18
H: -3.3306 -4.0768 1.3342  0.47
H: -1.6844 -4.6971 -0.1467  0.20
H: -2.2303 -3.8034 -1.5759  0.20
H: -1.8251 -1.6319 -2.2254  0.23
H: -1.0285 0.6221 -2.7402  0.23
H: 3.2651 1.3930 -3.1251  0.25
H: 2.0030 2.0085 -4.1687  0.26
H: 2.7439 3.0991 -2.9833  0.24
H: 2.9374 -0.5055 -1.6162  0.22
H: 2.0989 -2.7287 -0.9507  0.24
H: -2.7241 -0.0124 1.2010  0.22
H: -1.7980 0.3718 -0.2637  0.21
H: -1.8787 2.3239 1.1289  0.24
H: -1.3333 1.4418 2.5616  0.22

Force components x, y, z for each atom (eV/Å):
C -0.1 -0.1 0.0
C 0.3 0.6 0.2
N -0.1 0.2 -0.5
C 0.4 -0.7 0.3
C 0.0 0.1 -0.1
N 0.2 0.2 0.3
C -0.2 -0.1 -0.1
C 0.5 0.2 0.0
O -0.3 -0.3 0.0
C -0.6 0.1 0.1
O 0.4 0.0 -0.1
C 0.3 0.4 -0.1
C 0.0 -0.3 -0.1
C 0.3 0.1 -0.1
C -0.3 -0.2 0.1
C 0.1 -0.1 0.1
C 0.0 0.4 0.1
O 0.0 0.1 -0.4
C -0.1 0.1 -0.1
C -0.2 -0.2 0.0
C 0.0 0.0 -0.2
C -0.7 -0.3 0.0
H 0.0 0.0 0.1
H 0.1 -0.1 0.0
H 0.1 0.1 0.0
H -0.1 -0.2 0.0
H -0.1 -0.1 -0.1
H -0.1 -0.2 0.5
H 0.0 0.1 -0.1
H -0.1 0.2 0.1
H 0.1 0.0 0.0
H 0.0 0.1 0.1
H 0.0 0.0 -0.1
H 0.0 0.0 0.1
H 0.1 -0.1 0.0
H 0.0 0.0 0.0
H -0.1 0.1 -0.1
H 0.1 0.0 0.1
H -0.2 0.0 0.0
H -0.1 0.1 0.0
H 0.1 -0.1 0.0
H 0.0 -0.1 -0.1
H 0.0 0.0 0.0
H 0.1 0.0 0.0
H 0.1 -0.1 0.1
H 0.0 0.1 0.0
H -0.2 0.1 0.1
H 0.1 0.0 0.0
H 0.1 0.1 -0.1

The total energy is -27183.48254 eV. As for the SMILES: CC[NH+]1CCN(C[C@H](O)COc2ccc(C(C)=O)cc2)CC1. For the relative energy (zero: lowest compared OMol25 entry of this formula, charge and spin), the calculation gives 27.35 kcal per mole. Its charge is +1. For the gap between HOMO and LUMO, the calculation gives 9.157 eV.

(3)
A 2-piece molecular cluster, CHF2IO overall in a non-equilibrium geometry. Source: the OMol25 dataset; level of theory: ωB97M-V/def2-TZVPD.

Last column: natural (NBO) charge in e.
Cartesian coordinates (Å):
O: 0.1136 -0.7032 -0.7301  -0.48
C: -0.2781 0.3251 -1.1022  0.71
F: 0.7087 1.2509 -1.5720  -0.38
H: -1.3088 0.5064 -1.3883  0.14
F: 2.4314 4.7162 -1.3192  -0.54
I: 1.3485 4.2407 -2.8643  0.54

Force components x, y, z for each atom (eV/Å):
O 0.1 -0.8 1.1
C 2.2 0.3 -2.0
F -2.2 -0.7 0.8
H -0.1 1.1 0.2
F -0.5 -0.2 -0.7
I 0.5 0.3 0.6

The total energy is -16634.72950 eV. As for the SMILES: O=CF.FI. For the relative energy (zero: lowest compared OMol25 entry of this formula, charge and spin), the calculation gives 36.34 kcal per mole. For the gap between HOMO and LUMO, the calculation gives 8.645 eV.

(4)
An isolated molecule of C5H8O2. Source: the OMol25 dataset; level of theory: ωB97M-V/def2-TZVPD.

Last column: natural (NBO) charge in e.
Cartesian coordinates (Å):
C: 0.2601 -1.1957 1.4866  -0.40
C: 1.0483 -0.6860 0.5443  -0.18
C: 0.9601 0.7637 0.1415  -0.46
C: -0.1800 0.8424 -0.8931  0.00
O: 0.1328 0.0490 -2.0025  -0.71
C: -1.4713 0.3382 -0.2703  0.43
O: -2.0900 -0.5767 -0.7632  -0.54
H: -0.3570 -0.5487 2.1086  0.18
H: 0.1525 -2.2622 1.6404  0.21
H: 1.6422 -1.3377 -0.0924  0.21
H: 0.7498 1.4108 1.0052  0.21
H: 1.8790 1.1274 -0.3332  0.23
H: -0.3562 1.8837 -1.2070  0.19
H: -0.5589 -0.6368 -2.0273  0.49
H: -1.8113 0.8288 0.6625  0.13

Force components x, y, z for each atom (eV/Å):
C 0.2 0.0 -0.1
C -0.2 -0.1 0.2
C 0.0 0.0 0.0
C -0.1 0.1 0.1
O -0.1 -0.1 -0.1
C -0.2 -0.3 -0.2
O 0.2 0.5 0.2
H 0.1 -0.1 -0.1
H 0.2 0.0 0.1
H -0.1 0.1 0.1
H 0.0 -0.2 -0.2
H -0.2 -0.1 0.1
H 0.1 -0.1 0.1
H 0.1 0.1 -0.2
H 0.0 0.0 -0.2

The total energy is -9408.41409 eV. As for the SMILES: C=CC[C@@H](O)C=O. For the relative energy (zero: lowest compared OMol25 entry of this formula, charge and spin), the calculation gives 32.70 kcal per mole. For the gap between HOMO and LUMO, the calculation gives 10.872 eV.

(5)
An isolated molecule of C4H6O2. Source: the OMol25 dataset; level of theory: ωB97M-V/def2-TZVPD.

Last column: natural (NBO) charge in e.
Cartesian coordinates (Å):
C: -1.5262 -0.4214 -0.2370  -0.73
C: -0.4407 -0.2730 0.7982  0.61
O: -0.4548 -0.8476 1.8624  -0.52
C: 0.7216 0.6618 0.4409  -0.63
C: 1.5980 0.0697 -0.6487  0.45
O: 1.1999 -0.1850 -1.7604  -0.52
H: -1.0895 -0.7160 -1.1968  0.26
H: -2.0207 0.5439 -0.3973  0.23
H: -2.2580 -1.1569 0.1009  0.24
H: 0.3170 1.6077 0.0592  0.25
H: 1.3030 0.8489 1.3463  0.24
H: 2.6504 -0.1321 -0.3678  0.12

Force components x, y, z for each atom (eV/Å):
C -0.1 -0.1 0.0
C 0.0 -0.1 0.1
O 0.0 0.2 -0.4
C 0.0 0.1 0.1
C -0.2 -0.1 -0.4
O 0.2 0.1 0.5
H -0.1 0.1 0.1
H 0.1 -0.1 0.0
H 0.1 0.1 -0.1
H 0.0 -0.1 0.0
H -0.1 0.0 -0.1
H -0.1 0.0 0.0

The total energy is -8339.68609 eV. As for the SMILES: CC(=O)CC=O. For the relative energy (zero: lowest compared OMol25 entry of this formula, charge and spin), the calculation gives 17.87 kcal per mole. For the gap between HOMO and LUMO, the calculation gives 10.481 eV.

(6)
An isolated molecule of C22H31N5O4. Source: the OMol25 dataset; level of theory: ωB97M-V/def2-TZVPD.

Last column: natural (NBO) charge in e.
Cartesian coordinates (Å):
C: -3.3704 -4.4113 0.4697  -0.60
C: -2.4202 -4.0211 -0.6558  -0.39
C: -1.7668 -2.6671 -0.3911  -0.40
C: -0.8305 -2.2669 -1.5299  -0.22
N: -0.1423 -1.0081 -1.2838  -0.42
C: 1.0988 -0.9733 -0.7050  0.46
N: 1.6397 -2.1363 -0.2256  -0.81
C: 1.8343 0.1812 -0.6946  -0.12
N: 3.1451 0.0957 -0.1347  -0.47
C: 4.1838 -0.1492 -1.1330  -0.25
C: 5.4826 -0.4865 -0.3987  -0.07
O: 5.8725 0.5476 0.4709  -0.52
C: 4.8531 0.8351 1.4002  -0.07
C: 3.5488 1.2204 0.7022  -0.25
C: 1.3178 1.3892 -1.2741  0.65
O: 1.9260 2.4298 -1.4198  -0.61
N: -0.0290 1.2919 -1.6981  -0.45
C: -0.6331 2.4941 -2.2630  -0.32
C: -1.5563 3.1965 -1.2575  0.68
O: -1.2828 4.2656 -0.7569  -0.62
N: -2.6934 2.5198 -1.0152  -0.63
C: -3.6038 2.9004 0.0372  -0.22
C: -3.6528 1.8418 1.1477  -0.43
C: -2.2922 1.3852 1.6058  -0.03
C: -1.2347 2.2730 1.7651  -0.17
C: 0.0079 1.8230 2.1740  -0.23
C: 0.2117 0.4819 2.4493  -0.24
C: -0.8413 -0.4057 2.3179  -0.17
C: -2.0792 0.0425 1.8936  -0.24
C: -0.7560 0.1394 -1.7417  0.82
O: -1.8943 0.0965 -2.1825  -0.68
H: -3.8242 -5.3782 0.2679  0.21
H: -4.1640 -3.6748 0.5699  0.20
H: -2.8393 -4.4735 1.4172  0.20
H: -2.9708 -3.9757 -1.5971  0.20
H: -1.6466 -4.7859 -0.7609  0.19
H: -2.5363 -1.9002 -0.2979  0.22
H: -1.2200 -2.7041 0.5536  0.19
H: -0.0784 -3.0369 -1.7158  0.21
H: -1.4231 -2.1273 -2.4376  0.24
H: 1.0111 -2.8061 0.1872  0.39
H: 2.4817 -1.9424 0.3033  0.42
H: 3.8828 -0.9891 -1.7628  0.20
H: 4.3420 0.7374 -1.7647  0.19
H: 6.3025 -0.6168 -1.1069  0.20
H: 5.3437 -1.4199 0.1719  0.15
H: 5.2216 1.6607 2.0105  0.20
H: 4.6798 -0.0443 2.0421  0.15
H: 2.7687 1.4058 1.4401  0.21
H: 3.7050 2.1318 0.1117  0.21
H: -1.1968 2.2197 -3.1578  0.23
H: 0.1870 3.1729 -2.5068  0.27
H: -2.8196 1.6146 -1.4541  0.43
H: -4.6088 3.0355 -0.3767  0.20
H: -3.2560 3.8612 0.4219  0.23
H: -4.2115 0.9738 0.7885  0.20
H: -4.2019 2.2593 1.9966  0.22
H: -1.3684 3.3238 1.5645  0.23
H: 0.8158 2.5313 2.2822  0.22
H: 1.1793 0.1305 2.7778  0.21
H: -0.7008 -1.4503 2.5604  0.20
H: -2.8975 -0.6580 1.7994  0.21

Force components x, y, z for each atom (eV/Å):
C 0.1 0.0 -0.2
C 0.0 0.2 0.2
C 0.1 -0.2 -0.4
C -0.4 -0.2 0.1
N 0.1 -0.1 0.0
C 0.4 0.5 -0.1
N -0.2 0.0 -0.1
C 0.2 -0.3 0.2
N -0.3 0.2 -0.3
C 0.4 -0.1 0.1
C -0.1 -0.1 -0.4
O 0.1 0.1 -0.1
C -0.3 0.2 0.2
C 0.4 0.0 0.3
C 0.1 -0.4 0.0
O 0.1 0.1 0.1
N -0.1 0.2 -0.1
C 0.0 0.4 -0.1
C 0.1 -0.3 -0.5
O 0.2 0.4 0.2
N -0.5 -0.2 0.1
C -0.1 0.1 0.2
C 0.0 0.2 -0.1
C -0.1 -0.1 0.0
C 0.0 0.0 0.1
C 0.0 0.1 0.0
C 0.1 -0.1 0.1
C 0.1 -0.1 0.1
C 0.0 0.1 0.0
C 0.1 -0.1 0.1
O -0.3 -0.1 -0.2
H -0.1 -0.1 0.1
H -0.1 0.1 0.1
H 0.0 0.0 0.1
H 0.0 0.0 -0.1
H 0.0 0.0 -0.1
H 0.0 0.1 0.1
H 0.0 0.1 0.1
H 0.0 0.1 0.0
H 0.2 -0.1 0.1
H 0.0 0.0 0.0
H 0.0 0.0 0.1
H 0.0 0.0 0.0
H 0.0 -0.1 0.0
H -0.1 -0.1 0.0
H 0.0 0.0 -0.1
H -0.1 0.0 0.0
H 0.0 0.1 0.0
H 0.0 0.0 0.0
H -0.1 -0.1 0.1
H 0.1 0.0 0.1
H -0.2 -0.1 0.0
H 0.2 0.1 0.0
H 0.1 0.1 0.1
H -0.1 -0.1 -0.1
H 0.0 0.0 0.1
H -0.1 0.0 0.0
H 0.0 0.1 -0.1
H 0.1 0.1 0.0
H 0.1 0.0 0.0
H 0.0 -0.1 0.0
H -0.1 -0.1 0.0

The total energy is -38959.91591 eV. As for the SMILES: CCCCn1c(N)c(N2CCOCC2)c(=O)n(CC(=O)NCCc2ccccc2)c1=O. For the relative energy (zero: lowest compared OMol25 entry of this formula, charge and spin), the calculation gives 0.00 kcal per mole. For the gap between HOMO and LUMO, the calculation gives 8.792 eV.